1.
Here is C19H15BF4IrN3O2S as an isolated structure in a non-equilibrium geometry from the OMol25 dataset. Energies are from ωB97M-V with the def2-TZVPD basis set.

XYZ file:
```
46
Properties=species:S:1:pos:R:3:mulliken_charge:R:1
Ir -0.4542 0.2591 0.4984 1.48
S 1.0471 1.3314 1.8269 -0.46
F -3.6197 2.5802 0.5749 -0.28
F -1.3021 2.5940 0.5188 -0.39
F -2.4047 2.7677 2.5297 -0.34
F -2.3421 0.7782 1.3922 -0.61
O -1.5101 0.6280 -1.1667 -0.85
O 0.2495 -1.2696 1.5202 -0.65
N -0.6491 0.9582 3.9021 0.22
N 1.7615 -1.3580 -0.1689 -0.87
N 0.8837 -0.4568 -0.6747 0.35
C -1.0673 0.9298 -2.3361 1.07
C 1.8565 -2.8351 3.1797 -0.34
C 1.2773 0.7224 5.7831 -0.18
C 3.1759 -3.4113 1.2373 -0.36
C -1.9400 1.5747 -3.2470 -0.48
C -1.4915 1.9066 -4.4871 -0.42
C 3.9489 -4.2512 2.0198 -0.67
C 2.1333 -2.6949 1.8212 0.50
C -0.1619 1.6108 -4.9119 -0.59
C 0.2798 0.6337 -2.7507 0.42
C -1.0164 0.7693 5.1836 -0.24
C 3.6875 -4.3741 3.3780 -0.39
C 0.6303 1.0326 3.4936 0.89
C 1.6252 0.9130 4.4625 -0.68
C 0.6994 0.9949 -4.0681 -0.95
C 1.1379 -0.0828 -1.9306 -0.10
C -0.0655 0.6434 6.1582 -0.67
C 2.6385 -3.6717 3.9570 -0.75
C 1.3502 -1.7485 1.0219 0.53
B -2.4905 2.2989 1.2356 0.70
H -2.9427 1.7959 -2.9089 0.49
H 3.3655 -3.3127 0.1776 0.45
H 4.7556 -4.8136 1.5698 0.41
H -2.1554 2.4166 -5.1728 0.41
H -2.0801 0.7356 5.3680 0.45
H 2.6591 0.9663 4.1532 0.44
H 2.0533 0.6228 6.5304 0.44
H 1.0324 -2.2863 3.6162 0.49
H 2.0764 -0.4571 -2.3225 0.49
H -1.3915 1.1319 3.2257 -0.03
H -0.3612 0.4961 7.1855 0.45
H 4.2991 -5.0266 3.9869 0.40
H 1.7148 0.7739 -4.3708 0.40
H 2.4322 -3.7795 5.0134 0.41
H 0.1490 1.8805 -5.9111 0.42
```

2S+1: 2
Charge: +1
HOMO-LUMO gap (spin up / spin down) in eV: 6.98 / 5.86
ΔE to the lowest compared entry with this formula, charge and spin in kcal/mol: 6.65
HOMO energy (spin up / spin down) in eV: -11.46 / -11.84

---

2.
Here is C42H38AlAsN2O2P as an isolated structure from the OMol25 dataset. Energies are from ωB97M-V with the def2-TZVPD basis set.

XYZ file:
```
87
Properties=species:S:1:pos:R:3:mulliken_charge:R:1
As -0.5273 -0.0153 4.3394 0.14
P 0.9516 0.0821 -0.0482 0.46
Al -0.0605 0.0012 -2.3145 -0.17
O -0.4986 -1.6395 -2.8265 -0.53
O 1.5974 0.0332 -2.9893 -0.56
N -0.3814 1.8598 -2.8805 0.58
N -1.9201 0.2691 -1.5956 0.13
C 0.6820 0.0248 2.7673 -1.51
C -2.5483 -4.2743 3.8321 -0.56
C 3.0035 1.9851 -0.4811 -0.32
C -2.7472 -0.6691 -1.3078 -0.17
C -0.0552 -0.0996 1.4441 0.43
C -2.3411 3.4515 2.8683 -0.73
C -3.8696 1.6903 2.3010 -0.74
C 0.9424 2.7879 0.4606 -0.31
C 4.4793 1.7076 -4.3406 -0.41
C -1.7293 2.3957 -2.6369 -1.07
C 3.4896 -1.0337 0.6203 -0.43
C -2.1685 -4.7512 -2.1076 -0.45
C 2.3400 0.9861 -3.5015 0.16
C -1.8521 1.1739 3.5212 -0.26
C -3.0386 0.7637 2.9213 0.33
C -1.5177 2.5270 3.4982 -0.26
C 3.4888 3.2860 -0.5143 -0.98
C -2.4882 -2.0637 -1.5437 0.76
C -1.3403 -4.0185 3.2022 -0.67
C 3.6756 0.7109 -3.8381 -0.53
C 1.8039 -2.4884 -0.2877 -0.72
C -2.2844 1.6713 -1.4182 0.29
C -3.5211 3.0335 2.2670 -0.54
C -3.2484 -4.3463 -1.3143 -0.85
C 2.6639 -3.5682 -0.1626 -0.79
C 3.9442 -3.3798 0.3377 -0.67
C 4.0054 3.0137 -4.5418 -0.81
C 0.5066 2.6460 -3.3960 -0.08
C -3.1557 -3.2787 4.5844 -0.59
C 4.3528 -2.1142 0.7345 -0.77
C -1.3951 -2.4797 -2.3334 0.19
C 1.7293 1.7217 0.0133 0.85
C -3.4062 -3.0078 -1.0528 -0.69
C 2.7064 4.3358 -0.0604 -0.93
C -0.7483 -2.7657 3.3084 -0.11
C 2.6996 3.2922 -4.2327 -0.83
C -2.5602 -2.0304 4.6962 -0.38
C 1.4297 4.0846 0.4270 -0.94
C 2.2135 -1.2100 0.0933 0.97
C 1.8527 2.2942 -3.7132 0.92
C -1.3611 -1.7524 4.0418 0.33
C -1.2629 -3.8458 -2.6165 -0.36
H -3.0408 -1.2706 5.3032 0.45
H -0.8496 -4.7959 2.6307 0.44
H 0.2121 3.6751 -3.6102 0.39
H 4.6557 3.7775 -4.9415 0.45
H 0.8148 4.8981 0.7897 0.53
H 4.4795 3.4733 -0.9059 0.48
H 1.2082 0.9801 2.8355 0.54
H -3.9497 -5.0720 -0.9295 0.47
H -4.1752 3.7541 1.7936 0.44
H 3.0900 5.3470 -0.0835 0.42
H 4.6216 -4.2184 0.4262 0.42
H 5.5071 1.4746 -4.5902 0.42
H -0.5462 -1.0719 1.3439 0.76
H -3.3639 1.8024 -1.3254 0.83
H 0.8095 -2.6547 -0.6896 0.23
H -2.0711 4.4999 2.8655 0.46
H -3.7150 -0.4062 -0.8753 0.40
H 3.8121 -0.0654 0.9788 0.53
H 2.3361 -4.5540 -0.4644 0.50
H 2.3014 4.2884 -4.3851 0.41
H -0.0496 2.6168 0.8645 -0.20
H -0.6069 2.8718 3.9772 0.42
H -1.8134 2.0508 -0.5068 -0.68
H -3.0083 -5.2500 3.7506 0.43
H -4.7963 1.3595 1.8480 0.48
H -0.4348 -4.1600 -3.2366 0.54
H -0.8531 0.6444 1.3820 -0.28
H 0.2059 -2.6014 2.8221 0.32
H 1.4335 -0.7563 2.8932 0.59
H -2.3557 2.1902 -3.5077 0.22
H 4.0427 -0.2948 -3.6859 0.54
H -2.0435 -5.8024 -2.3346 0.43
H -3.3166 -0.2830 2.9202 0.44
H -4.0888 -3.4766 5.0954 0.41
H -4.2441 -2.6633 -0.4581 0.40
H 3.6160 1.1887 -0.8811 0.58
H -1.6962 3.4747 -2.4792 0.53
H 5.3418 -1.9672 1.1467 0.45
```

Charge: +1
HOMO-LUMO gap in eV: 7.61
HOMO energy in eV: -10.57

---

3.
Here is one molecule with the formula C8H14N2O3 in a non-equilibrium geometry from the OMol25 dataset. Energies are from ωB97M-V with the def2-TZVPD basis set.

XYZ file:
```
27
Properties=species:S:1:pos:R:3:mulliken_charge:R:1
O -0.4640 2.8115 1.9946 -0.42
O -1.7983 -1.4056 -1.4578 -0.67
O -1.0683 3.0169 -0.2534 -0.52
N -2.0785 0.4463 -0.1960 -0.09
N 1.0649 -1.3283 0.1608 -0.26
C -1.2465 0.1510 2.1911 -0.41
C -0.9793 2.4556 0.8095 0.44
C 0.9882 -0.3852 -1.9799 -0.90
C 2.3912 -1.7012 -0.4230 -0.66
C 0.2977 -0.3585 -0.6429 0.43
C 2.1262 -1.4018 -1.8967 -0.40
C -1.2910 -0.4993 -0.7848 0.06
C -1.7483 1.1232 1.0637 -0.31
H 3.2949 -1.1015 -0.0917 0.29
H 3.0206 -0.9612 -2.3226 0.32
H -2.7382 1.3453 1.3507 0.56
H 0.8675 -1.2674 1.1773 0.09
H -0.8849 0.7478 3.1378 0.36
H -0.2351 3.7291 1.9431 0.36
H -2.1555 -0.5418 2.4001 0.32
H 0.2242 -0.6268 -2.7176 0.29
H 1.7613 -2.3871 -2.3560 0.28
H 0.2992 0.5927 -0.2369 0.10
H -0.3794 -0.4987 1.8216 -0.31
H 2.5271 -2.7726 -0.2544 0.32
H -3.0665 0.2228 -0.3027 0.31
H 1.2708 0.5948 -2.1340 0.43
```

HOMO-LUMO gap in eV: 8.76
ΔE to the lowest compared entry with this formula, charge and spin in kcal/mol: 49.51
SMILES: C[C@H](NC(=O)[C@@H]1CCCN1)C(=O)O
HOMO energy in eV: -8.39

---

4.
Here is a 3-piece molecular cluster, C21H48BrClN6O10P3 overall in a non-equilibrium geometry from the OMol25 dataset. Energies are from ωB97M-V with the def2-TZVPD basis set.

XYZ file:
```
90
Properties=species:S:1:pos:R:3:mulliken_charge:R:1
Br -2.7715 -3.3368 1.9585 -0.01
Cl -1.8290 0.2995 -4.8914 -0.17
P 5.5258 -1.2791 1.3340 0.80
P 8.2044 1.4001 -4.5831 0.95
P -2.5865 -1.4768 -4.0084 0.40
O 7.4163 1.3110 -3.1484 -0.29
O -1.4052 -2.7263 -4.0795 -0.46
O 8.4372 3.0678 -4.2971 -0.37
O 4.9146 -0.1309 2.3311 -0.27
O 6.1013 -0.6271 0.0752 -0.55
O 7.0518 -1.2407 2.1205 -0.32
O 9.6730 1.0131 -4.3999 -0.66
O 7.7729 -0.2137 -4.9939 -0.29
O 3.9559 -1.4950 0.6984 -0.39
O -9.1334 1.4267 3.7777 -0.53
N -3.4538 -1.3293 0.1101 0.85
N -7.1738 1.6560 2.3931 0.18
N -3.4163 -1.9383 -1.1278 -0.05
N 0.3871 1.2567 1.1068 -0.46
N -2.4455 0.8702 0.6387 0.49
N -2.3923 0.0633 -1.5817 -0.35
C 5.7545 0.7402 3.0795 -0.59
C -4.8967 1.2489 3.5966 -0.46
C -1.7414 2.0750 0.0645 -1.09
C -6.3140 1.9845 3.5607 -0.80
C 8.1948 -0.6368 -6.2879 -0.71
C -2.6624 0.9251 2.1038 -1.19
C -0.1675 1.7959 -0.1770 -0.39
C 7.0865 0.0641 -2.5433 -0.44
C 9.7461 3.5951 -4.2032 -0.57
C -8.6045 1.7278 2.6978 0.49
C -5.4745 -2.6186 1.1115 -0.09
C -6.9573 0.2779 1.8682 -0.73
C -3.8739 -3.2736 -1.5840 -0.99
C 3.7099 -1.2570 -0.6733 -0.55
C -4.0365 -1.9007 1.3171 -0.10
C -6.1213 -2.9803 2.5549 -1.09
C -2.8333 -1.1604 -2.1647 0.02
C -9.6119 2.1787 1.5288 -1.00
C -2.7680 -0.1000 -0.2040 0.09
C 8.0057 -2.1848 1.6348 -0.64
C -4.0122 1.7477 2.3740 -0.42
H -0.0137 1.0728 -1.0473 0.25
H -5.4509 -2.5514 3.3612 0.33
H -1.8186 1.5711 2.5276 0.49
H -4.5746 1.8073 1.3808 0.36
H 0.2693 2.7987 -0.4749 0.36
H 6.5326 1.1804 2.4550 0.28
H 9.2827 -0.7096 -6.3329 0.32
H -4.3793 1.6303 4.5465 0.40
H 9.6606 4.6738 -4.0568 0.24
H -4.2287 -1.1993 2.1757 -0.60
H -2.5678 -0.0591 2.6500 0.48
H 0.9359 0.4189 0.8489 0.15
H 5.1411 1.5521 3.4786 0.26
H -4.9828 -3.2261 -1.8035 0.27
H -5.9917 0.1879 1.2632 -0.19
H -7.8139 0.0183 1.1702 0.36
H -6.1500 -1.9532 0.4910 0.42
H -1.7547 2.9083 0.8505 0.39
H -3.3113 -3.7063 -2.4607 0.47
H 7.8351 0.0586 -7.0489 0.29
H 7.7696 -1.6226 -6.4820 0.23
H 10.3040 3.4153 -5.1230 0.29
H -3.7014 -3.9981 -0.7126 0.32
H 7.9422 -0.6128 -2.5274 0.27
H 2.6604 -1.4879 -0.8716 0.24
H 1.0938 1.8998 1.4894 0.24
H -3.7078 2.8290 2.6006 0.42
H -6.1656 -4.1051 2.7134 0.35
H 7.5889 -3.1930 1.6660 0.30
H -4.9534 0.1205 3.7199 0.14
H 6.1920 0.2017 3.9199 0.26
H 10.2678 3.1747 -3.3419 0.26
H -6.9990 -0.4341 2.7498 0.35
H -2.2630 2.5094 -0.8373 0.47
H -1.2880 -3.0584 -3.1619 0.36
H -9.0688 2.6743 0.6714 0.29
H 8.3079 -1.9365 0.6161 0.24
H 8.8843 -2.1466 2.2796 0.25
H -6.7965 1.8338 4.5741 0.38
H -5.3772 -3.6225 0.5863 0.35
H -6.0879 3.1072 3.4864 0.38
H -7.1684 -2.5510 2.6590 0.28
H 4.3277 -1.9045 -1.2967 0.35
H 3.8766 -0.2060 -0.9171 0.25
H 6.2448 -0.3897 -3.0685 0.21
H 6.7825 0.2462 -1.5106 0.35
H -10.0495 1.1983 1.1229 0.26
H -10.4905 2.7662 1.9336 0.37
```

Charge: +1
HOMO-LUMO gap in eV: 6.49
HOMO energy in eV: -10.45

---

5.
Here is C20H24INNdOP2 as an isolated structure in a non-equilibrium geometry from the OMol25 dataset. Energies are from ωB97M-V with the def2-TZVPD basis set.

XYZ file:
```
50
Properties=species:S:1:pos:R:3:mulliken_charge:R:1
Nd -0.3760 -0.1809 -0.0093 1.31
I 2.1491 1.1631 0.8881 -0.45
P 0.9899 -2.7392 0.1518 0.57
P 0.4973 0.5782 -2.5840 0.69
O -2.6886 0.8708 0.0711 -0.50
N -1.8546 -1.3177 -1.5263 -0.48
C -3.6938 0.2932 0.4010 -0.03
C -3.7769 -2.2081 -0.3733 0.76
C -4.0356 -0.4726 -2.0943 -0.05
C 2.1625 0.2567 -3.2715 -1.11
C -2.6781 -0.6534 -2.4333 1.03
C -0.2318 -3.7212 -0.8726 -0.96
C 0.2608 2.3747 -2.8729 -1.30
C -2.3114 -4.4914 0.3429 -0.64
C -4.3566 -3.1856 0.4720 -1.12
C -1.6681 -3.5179 -0.4246 -0.29
C -2.8483 1.1068 -4.0720 -0.45
C 2.6642 -3.0580 -0.5211 -1.06
C -4.7978 0.4970 -2.7754 -0.80
C -2.0913 0.1147 -3.4779 -0.07
C -0.6362 -0.1226 -3.8471 -1.17
C -4.3962 -0.9767 -0.7607 -0.92
C 0.8257 -3.4670 1.8365 -1.16
C -4.1826 1.3197 -3.6994 -0.89
C -3.6295 -4.3204 0.7922 -0.86
C -2.4465 -2.3599 -0.7906 0.58
H -5.8670 0.5999 -2.5505 0.44
H -4.7783 0.5575 0.4538 0.41
H -4.7345 2.1370 -4.1661 0.39
H -0.4174 -1.1927 -3.9204 0.43
H 1.2238 -4.4969 1.9613 0.36
H 1.3566 -2.8010 2.5388 0.37
H -0.2326 -3.4632 2.1368 0.36
H 3.0662 -4.0960 -0.4095 0.38
H -0.1002 -3.3824 -1.9190 0.26
H 0.0310 -4.7978 -0.8371 0.60
H -1.7924 -5.4141 0.5604 0.46
H 3.3610 -2.3690 -0.0287 0.37
H -0.7599 2.6597 -2.5756 0.38
H 2.3214 -0.8348 -3.3147 0.33
H -2.3897 1.7212 -4.8622 0.40
H -5.4381 -0.8575 -0.4315 1.13
H -0.4014 0.3725 -4.7965 0.61
H 0.4088 2.5980 -3.9448 0.39
H -5.3830 -3.0411 0.8191 0.46
H 2.2368 0.6989 -4.2817 0.40
H 0.9876 2.9265 -2.2623 0.41
H 2.9013 0.7105 -2.5909 0.36
H -4.0956 -5.1005 1.3825 0.41
H 2.6725 -2.7954 -1.5888 0.28
```

2S+1: 4
Charge: +1
HOMO-LUMO gap (spin up / spin down) in eV: 5.90 / 5.66
HOMO energy (spin up / spin down) in eV: -9.98 / -10.03

---

Calculated values (g/mol) of molecular weight for the records, taken in order: 628.4 735.7 186.2 752.9 627.5.
Calculated values (Eh) of DFT total energy for the records, taken in order: -1974.5868 -4702.8503 -648.4298 -5967.6794 -2448.1151.